{"formula": "C56H47BN10S2Ta", "method": "ωB97M-V with the def2-TZVPD basis set", "charge": 1, "relative_energy_kj_mol": 58.7, "orbital_gap_ha": 0.212, "energy_ev": -97633.7299, "homo_energy_ev": -9.5, "species": ["Ta", "S", "S", "N", "N", "N", "N", "N", "N", "N", "N", "N", "N", "C", "C", "C", "C", "C", "C", "C", "C", "C", "C", "C", "C", "C", "C", "C", "C", "C", "C", "C", "C", "C", "C", "C", "C", "C", "C", "C", "C", "C", "C", "C", "C", "C", "C", "C", "C", "C", "C", "C", "C", "C", "C", "C", "C", "C", "C", "C", "C", "C", "C", "C", "C", "C", "C", "C", "C", "B", "H", "H", "H", "H", "H", "H", "H", "H", "H", "H", "H", "H", "H", "H", "H", "H", "H", "H", "H", "H", "H", "H", "H", "H", "H", "H", "H", "H", "H", "H", "H", "H", "H", "H", "H", "H", "H", "H", "H", "H", "H", "H", "H", "H", "H", "H", "H"], "positions_angstrom": [[0.05, 0.12, 0.28], [1.48, -1.08, 2.28], [2.39, 0.30, -0.79], [0.61, 3.08, -2.32], [3.99, 2.44, -0.16], [-1.53, 1.53, -0.27], [-0.25, -0.35, -1.81], [-1.37, 0.05, 1.95], [-0.57, -2.02, 0.26], [4.48, 0.69, 1.04], [0.15, 4.34, -2.31], [2.52, -3.52, 1.47], [3.89, -1.85, 1.24], [3.68, -4.02, 0.91], [-2.79, 3.11, -1.41], [-1.54, 4.20, 3.62], [-1.66, -2.31, 2.45], [5.35, 1.70, 1.37], [4.52, -2.98, 0.77], [-3.00, -5.17, 5.34], [-2.08, -0.47, 4.08], [-3.44, -3.80, 3.41], [-2.47, 1.81, -3.95], [-0.60, -4.24, -0.34], [1.53, -4.37, 2.09], [-3.91, 2.70, -6.16], [0.70, -2.61, -1.76], [-2.55, 2.93, -6.08], [-2.02, 1.90, -1.52], [-3.84, 1.58, -4.04], [2.38, -5.67, -3.28], [-2.03, 2.40, 1.98], [0.52, 5.05, -3.40], [0.84, 1.82, 1.47], [-2.03, 2.49, 0.60], [-1.73, 1.33, -2.74], [-2.74, 3.50, -0.12], [3.38, 3.35, -1.10], [-2.47, 3.55, 2.82], [2.65, -2.18, 1.62], [-2.14, -3.31, 3.45], [-1.36, -4.11, 0.78], [-1.70, -4.68, 5.39], [0.57, -1.21, -3.79], [3.94, -3.86, -3.13], [2.95, -3.05, -2.60], [-1.63, -0.98, 2.82], [-4.19, 5.00, 3.68], [-1.27, -3.75, 4.45], [-3.87, -4.73, 4.35], [-0.10, -2.94, -0.65], [0.50, -1.38, -2.37], [3.63, 1.15, 0.11], [-1.83, 2.49, -4.98], [1.39, -4.86, -2.74], [-1.77, 1.18, 2.61], [-0.29, -0.21, -4.10], [-3.26, 5.66, 4.46], [1.66, -3.54, -2.39], [5.05, 2.78, 0.63], [-4.56, 2.02, -5.14], [-0.79, 0.32, -2.87], [-1.93, 5.25, 4.43], [3.66, -5.18, -3.47], [-1.27, -2.76, 1.20], [1.26, 4.20, -4.18], [-2.15, 0.88, 3.95], [-3.81, 3.95, 2.86], [1.27, 2.99, -3.47], [4.68, -0.65, 1.82], [-1.03, -5.01, 6.17], [1.76, 2.06, -3.72], [-5.62, 1.82, -5.20], [-0.77, 2.70, -4.91], [-0.45, -5.13, -0.91], [2.34, 3.50, -0.85], [-0.50, 3.88, 3.60], [1.92, 1.90, 1.38], [3.19, -2.03, -2.31], [-0.44, 4.64, -1.55], [1.72, 4.42, -5.13], [-2.04, 3.47, -6.87], [-3.28, 3.59, -2.23], [0.72, -3.75, 2.45], [-4.12, -3.44, 2.64], [-4.47, 3.04, -7.02], [6.12, 1.53, 2.11], [-3.56, 6.48, 5.10], [5.54, -2.94, 0.42], [-2.37, -1.08, 4.92], [0.41, 2.77, 1.15], [1.08, -1.88, -4.46], [3.93, 4.29, -1.05], [-1.20, 5.76, 5.05], [-3.33, -5.89, 6.07], [5.50, 3.76, 0.59], [0.22, 6.08, -3.53], [-0.60, 0.11, -5.08], [0.65, 1.69, 2.53], [-3.21, 4.36, 0.33], [-4.54, 3.42, 2.27], [1.14, -5.09, 1.37], [-1.91, -4.88, 1.30], [3.80, -5.07, 0.70], [3.45, 2.95, -2.11], [0.38, -5.26, -2.66], [5.85, -0.92, 1.73], [1.98, -4.90, 2.93], [4.43, -5.81, -3.89], [-2.51, 1.60, 4.67], [-4.88, -5.10, 4.31], [4.94, -3.46, -3.28], [2.14, -6.69, -3.57], [-0.26, -3.35, 4.50], [4.34, -0.46, 2.95], [-5.23, 5.30, 3.71], [-4.34, 1.04, -3.24]]}

***

{"formula": "C4H13N2O", "method": "ωB97M-V with the def2-TZVPD basis set", "charge": 1, "relative_energy_kj_mol": 90.9, "orbital_gap_ha": 0.431, "energy_ev": -9380.6421, "homo_energy_ev": -14.9, "species": ["O", "N", "N", "C", "C", "C", "C", "H", "H", "H", "H", "H", "H", "H", "H", "H", "H", "H", "H", "H"], "positions_angstrom": [[1.16, 2.81, -2.79], [-0.79, 2.08, -0.34], [-0.65, -0.18, 0.17], [-0.15, 0.94, -0.24], [0.50, -2.36, 2.45], [0.04, -1.51, 0.10], [-0.40, -2.43, 1.24], [-1.44, -2.20, 1.48], [1.55, -2.60, 2.31], [1.78, 3.29, -3.34], [-0.32, -1.90, -0.83], [-0.46, -3.43, 0.79], [0.91, 1.00, -0.44], [1.12, -1.38, 0.03], [0.34, -1.40, 2.93], [-0.33, 2.83, -0.84], [-1.79, 2.15, -0.24], [0.35, 2.64, -3.27], [0.14, -3.05, 3.22], [-1.63, -0.31, 0.39]]}

***

{"formula": "C24H64ClO28S8", "method": "ωB97M-V with the def2-TZVPD basis set", "charge": -1, "relative_energy_kj_mol": 656.8, "orbital_gap_ha": 0.288, "energy_ev": -182447.0400, "homo_energy_ev": -6.3, "species": ["Cl", "S", "S", "S", "S", "S", "S", "S", "S", "O", "O", "O", "O", "O", "O", "O", "O", "O", "O", "O", "O", "O", "O", "O", "O", "O", "O", "O", "O", "O", "O", "O", "O", "O", "O", "O", "O", "C", "C", "C", "C", "C", "C", "C", "C", "C", "C", "C", "C", "C", "C", "C", "C", "C", "C", "C", "C", "C", "C", "C", "C", "H", "H", "H", "H", "H", "H", "H", "H", "H", "H", "H", "H", "H", "H", "H", "H", "H", "H", "H", "H", "H", "H", "H", "H", "H", "H", "H", "H", "H", "H", "H", "H", "H", "H", "H", "H", "H", "H", "H", "H", "H", "H", "H", "H", "H", "H", "H", "H", "H", "H", "H", "H", "H", "H", "H", "H", "H", "H", "H", "H", "H", "H", "H", "H"], "positions_angstrom": [[0.15, -0.70, -0.44], [1.90, -6.08, 5.71], [-6.50, 1.90, 7.69], [1.68, 8.45, 1.83], [0.36, 1.35, -8.55], [-4.19, -7.08, -4.30], [-5.88, 5.79, -1.98], [7.48, -0.20, -1.27], [2.95, -7.80, -4.05], [-5.60, -7.23, -3.96], [0.33, -5.81, 5.24], [8.01, -1.54, -1.52], [-7.81, 1.88, 8.31], [0.25, 8.04, 1.69], [1.69, 1.86, -8.98], [-6.37, 4.87, -3.03], [0.88, 0.48, -0.76], [-4.78, 6.88, -2.63], [0.62, -1.79, -1.19], [-6.90, 6.54, -1.19], [-5.88, 0.40, 7.57], [3.57, -8.34, -5.28], [-1.27, -0.57, -0.68], [-0.52, 0.76, -9.56], [0.37, -1.09, 0.88], [-6.26, 2.55, 6.37], [2.43, 9.18, 0.73], [6.74, -0.18, 0.22], [-3.31, -7.25, -2.88], [4.14, -7.22, -3.04], [-0.37, 2.61, -7.74], [1.83, 9.34, 3.21], [2.00, -6.44, 7.11], [2.54, -6.91, 4.71], [2.06, -8.61, -3.16], [-3.72, -5.91, -5.05], [8.37, 0.93, -1.40], [-2.02, -5.70, 5.76], [2.08, -6.21, -4.33], [0.59, 0.11, -7.26], [-5.18, 2.63, 8.88], [-3.49, -8.64, -5.07], [-4.39, 6.81, -3.96], [5.92, 0.00, -2.23], [-3.33, -6.15, -2.00], [4.53, -5.99, -0.98], [-4.97, -0.21, 5.34], [3.79, -7.12, -1.65], [-0.61, -5.47, 6.29], [-4.69, 0.14, 6.80], [2.28, 11.21, 4.55], [6.70, 1.10, 0.83], [2.08, 10.76, 3.12], [0.25, 3.09, -6.54], [1.16, 4.25, -6.85], [-4.67, 4.91, -0.87], [-2.48, -6.40, -0.82], [2.69, 6.97, 2.36], [6.34, 0.87, 2.29], [2.45, -4.42, 5.50], [-3.28, 7.78, -4.21], [5.29, 0.82, -1.88], [2.84, -5.52, -4.71], [-3.18, -5.17, -2.46], [2.24, -4.20, 4.45], [3.00, 11.05, 2.62], [7.17, 0.50, 2.91], [-2.09, -6.63, 5.18], [-5.35, 3.71, 8.95], [-4.24, 5.64, -0.18], [-5.29, 2.14, 9.85], [-2.47, -8.37, -5.34], [5.50, 0.18, 2.41], [1.74, -5.66, -3.45], [-4.35, -6.13, -1.61], [4.14, -5.91, 0.03], [-0.51, -6.11, 7.17], [1.80, -3.76, 6.07], [-2.47, -5.61, -0.07], [-1.42, -6.58, -1.02], [-0.31, -0.13, -6.70], [-4.30, -0.76, 7.27], [-3.90, 4.50, -1.53], [5.44, -0.95, -1.99], [1.95, 3.99, -7.55], [-4.03, -8.95, -5.96], [-5.74, -0.96, 5.17], [-5.36, 0.71, 4.92], [1.48, 10.78, 5.15], [3.19, 10.88, 5.05], [3.67, 6.99, 1.89], [-2.71, -5.81, 6.59], [1.62, 4.72, -5.98], [-2.81, -7.30, -0.30], [7.60, 1.69, 0.68], [-5.20, 4.21, -0.23], [-3.59, -9.41, -4.30], [5.53, -6.37, -0.78], [-3.59, 8.75, -3.83], [-3.86, 0.84, 6.91], [2.85, 7.02, 3.44], [-4.12, 5.81, -4.30], [6.06, 1.77, 2.84], [-2.36, -4.90, 5.11], [1.39, 0.45, -6.60], [0.90, -0.78, -7.80], [-0.45, -4.45, 6.63], [-3.97, -0.44, 4.96], [6.17, -0.01, -3.29], [-3.12, 7.74, -5.29], [-4.22, 2.42, 8.42], [5.92, 1.67, 0.31], [0.57, 5.04, -7.33], [0.76, 2.37, -5.90], [3.50, -4.39, 5.80], [-2.36, 7.58, -3.67], [1.29, -6.36, -5.07], [2.73, -6.87, -1.57], [4.54, -5.03, -1.50], [2.09, 6.13, 2.01], [2.20, 12.28, 4.71], [-5.25, 7.18, -4.52], [-0.54, 3.43, -5.86], [1.24, 11.22, 2.60], [3.95, -8.07, -1.13]]}

***

{"formula": "C4H11NO2", "method": "ωB97M-V with the def2-TZVPD basis set", "relative_energy_kj_mol": 10.0, "orbital_gap_ha": 0.393, "energy_ev": -9912.1379, "homo_energy_ev": -9.9, "smiles": "CCNC(C)=O.O", "species": ["O", "O", "N", "C", "C", "C", "C", "H", "H", "H", "H", "H", "H", "H", "H", "H", "H", "H"], "positions_angstrom": [[1.69, -1.18, -0.89], [-0.04, -3.37, -0.82], [-0.17, 0.01, -0.63], [1.96, 0.90, 0.23], [-1.94, 0.76, 0.92], [-0.98, 1.13, -0.19], [1.15, -0.18, -0.45], [-1.41, 0.27, 1.73], [-0.30, 1.91, 0.14], [1.89, 1.80, -0.38], [3.00, 0.57, 0.11], [0.67, -2.70, -0.83], [-2.78, 0.15, 0.60], [-0.59, -0.75, -1.14], [0.00, -3.74, 0.07], [1.73, 1.16, 1.25], [-2.39, 1.68, 1.32], [-1.49, 1.57, -1.04]]}

***

{"formula": "C4H15N3O", "method": "ωB97M-V with the def2-TZVPD basis set", "relative_energy_kj_mol": 351.9, "orbital_gap_ha": 0.328, "energy_ev": -10905.8923, "homo_energy_ev": -8.2, "smiles": "[H]/N=N\\[H].NCCO.CC", "species": ["O", "N", "N", "N", "C", "C", "C", "C", "H", "H", "H", "H", "H", "H", "H", "H", "H", "H", "H", "H", "H", "H", "H"], "positions_angstrom": [[-3.49, 0.06, 0.85], [2.07, -0.14, 1.84], [-0.59, 0.41, 0.80], [2.25, 0.97, 1.34], [1.74, -0.55, -1.53], [-2.73, 0.18, -0.34], [1.13, -1.50, -0.52], [-1.50, 1.06, -0.13], [-0.97, 1.18, -1.08], [-2.42, -0.83, -0.59], [-3.85, 0.93, 1.08], [2.61, -0.98, -2.04], [2.86, -0.82, 1.80], [0.46, -2.21, -1.00], [-3.34, 0.58, -1.16], [-1.82, 2.06, 0.21], [-1.08, 0.15, 1.65], [1.01, -0.26, -2.29], [0.19, 1.03, 1.08], [3.18, 1.16, 0.93], [1.89, -2.11, -0.03], [2.05, 0.37, -1.02], [0.35, -0.77, 0.15]]}

***

{"formula": "C13H40O8", "method": "ωB97M-V with the def2-TZVPD basis set", "relative_energy_kj_mol": 1.5, "orbital_gap_ha": 0.343, "energy_ev": -30507.9834, "homo_energy_ev": -9.5, "smiles": "C1CCOC1.CC(C)O.CC(C)O.CC(C)O.O.O.O.O", "species": ["O", "O", "O", "O", "O", "O", "O", "O", "C", "C", "C", "C", "C", "C", "C", "C", "C", "C", "C", "C", "C", "H", "H", "H", "H", "H", "H", "H", "H", "H", "H", "H", "H", "H", "H", "H", "H", "H", "H", "H", "H", "H", "H", "H", "H", "H", "H", "H", "H", "H", "H", "H", "H", "H", "H", "H", "H", "H", "H", "H", "H"], "positions_angstrom": [[2.53, -0.26, -5.14], [-0.46, -0.95, -0.86], [0.85, -3.12, -2.00], [-2.80, 0.42, -1.57], [-3.30, 0.47, 0.82], [1.11, 1.99, 2.79], [1.42, -0.82, 1.94], [-1.70, -4.34, -2.98], [2.60, -1.35, 1.31], [1.78, 0.84, -4.67], [2.76, -2.84, 1.59], [-3.28, -0.89, 1.11], [2.75, 1.99, -4.72], [3.77, -0.55, 1.90], [1.48, 0.37, -3.20], [-4.02, 0.22, 3.01], [-0.10, 2.51, 2.35], [-4.33, -1.07, 2.24], [-0.13, 3.93, 2.85], [-0.23, 2.39, 0.84], [-3.78, 1.27, 1.95], [1.29, -1.24, 2.80], [-0.96, 3.14, 0.54], [0.58, 4.59, 2.35], [-2.03, -3.65, -3.55], [3.16, 2.21, -5.70], [-1.14, 4.27, 2.64], [-0.56, 1.44, 0.42], [0.96, 0.85, -5.40], [1.18, -0.66, -3.02], [1.05, -4.01, -1.71], [1.92, -3.40, 1.20], [4.52, -0.45, 1.12], [2.30, 2.91, -4.35], [-1.91, 0.08, -1.64], [-1.01, -3.91, -2.47], [4.11, -0.95, 2.85], [-2.93, 0.58, -0.64], [-4.33, -2.03, 2.75], [0.12, 3.83, 3.90], [-4.75, 1.70, 1.72], [3.59, 1.81, -4.04], [2.46, -1.15, 0.25], [-0.04, -1.68, -1.31], [-3.65, -1.52, 0.30], [-4.69, 0.66, 3.76], [1.28, 1.22, 2.25], [-0.91, 1.98, 2.85], [2.38, 0.46, -2.60], [-5.35, -0.94, 1.87], [0.76, 2.62, 0.45], [3.63, -3.32, 1.14], [0.83, 1.09, -2.70], [2.89, -2.99, 2.67], [-3.14, 2.06, 2.36], [2.17, -1.09, -4.80], [-0.05, -0.93, 0.01], [3.49, 0.49, 2.07], [-2.33, -1.32, 1.42], [-3.08, 0.15, 3.56], [1.28, -3.04, -2.85]]}